Entry 1:
The following is a DFT calculation (wB97M-V/def2-TZVPD) of a structure of composition C44H42N6NiO4PS3.

The geometry in XYZ format:
```
101
Properties=species:S:1:pos:R:3:forces:R:3:lowdin_charge:R:1
Ni 0.569 -0.509 0.601 0.21 -0.36 -0.43 0.35
C 3.405 -1.113 3.754 0.04 0.00 0.00 -0.05
C 2.931 -2.300 4.291 -0.03 -0.02 -0.01 -0.07
C 1.732 -2.815 3.834 0.05 0.01 0.09 -0.01
C 1.045 -2.151 2.826 0.09 0.00 0.00 -0.20
N 1.553 -1.041 2.257 -0.01 -0.03 0.09 0.06
C 2.679 -0.517 2.740 -0.08 0.09 0.05 -0.15
C -0.266 -2.522 2.292 -0.10 0.12 0.01 -0.17
C -1.082 -3.518 2.822 0.03 -0.03 0.01 -0.04
C -2.328 -3.752 2.266 -0.02 0.00 0.01 -0.11
C -2.746 -2.995 1.176 0.02 0.03 -0.04 -0.10
C -1.929 -1.999 0.652 0.08 -0.17 -0.01 -0.11
C -0.684 -1.729 1.216 -0.27 -0.09 0.04 -0.12
H 4.301 -0.636 4.123 -0.02 0.02 0.00 0.11
H 3.477 -2.804 5.079 0.00 0.00 0.00 0.10
H 1.326 -3.724 4.255 -0.01 0.02 0.00 0.10
H 2.967 0.447 2.343 0.02 -0.01 0.00 0.09
H -0.757 -4.103 3.676 0.00 -0.01 -0.02 0.10
H -2.973 -4.518 2.678 0.01 0.00 -0.01 0.09
H -3.714 -3.189 0.727 0.01 0.01 0.01 0.09
H -2.257 -1.449 -0.222 -0.02 0.02 0.01 0.07
N -0.466 2.995 -1.542 -0.03 0.07 0.07 0.14
C -1.778 2.934 -2.051 0.04 0.01 -0.07 -0.24
C -2.121 3.637 -3.195 0.03 -0.02 -0.01 -0.03
C -3.421 3.588 -3.681 -0.02 -0.02 0.02 -0.10
C -4.372 2.811 -3.038 0.02 0.02 0.00 -0.10
C -4.016 2.085 -1.908 -0.03 -0.04 0.00 -0.10
C -2.730 2.161 -1.398 -0.01 -0.02 0.02 -0.44
S -2.289 1.333 0.091 -0.01 0.01 0.05 1.02
N -0.623 1.110 -0.131 -0.13 -0.03 0.18 -0.26
C 0.052 1.957 -0.795 0.02 0.06 -0.04 -0.37
C 1.525 1.806 -0.765 -0.01 0.00 -0.01 -0.18
C 2.419 2.740 -1.266 -0.01 0.02 -0.05 0.01
C 3.773 2.457 -1.220 0.01 0.03 -0.01 -0.05
C 4.191 1.239 -0.714 0.02 -0.01 -0.02 -0.03
C 3.237 0.372 -0.212 -0.06 -0.04 -0.07 -0.09
N 1.941 0.673 -0.200 0.20 0.01 0.16 0.06
H 0.191 3.424 -2.171 0.00 0.04 0.01 0.12
H -1.368 4.231 -3.700 -0.01 0.00 0.00 0.11
H -3.682 4.151 -4.568 0.00 0.00 0.01 0.10
H -5.385 2.761 -3.415 0.01 0.00 0.00 0.10
H -4.744 1.457 -1.408 0.01 0.01 -0.01 0.11
H 2.079 3.691 -1.650 0.01 -0.01 -0.01 0.11
H 4.492 3.179 -1.584 0.00 0.00 0.00 0.11
H 5.235 0.962 -0.690 0.00 0.01 0.00 0.11
H 3.497 -0.602 0.184 0.00 0.02 0.04 0.12
O 2.270 -3.232 -0.204 -0.01 0.01 -0.01 0.04
C 1.599 -2.791 -1.120 -0.02 -0.01 -0.01 -0.53
N 1.551 -3.350 -2.384 0.05 0.04 0.05 0.13
C 0.672 -2.631 -3.265 -0.03 0.02 0.02 -0.26
C 0.268 -1.457 -2.304 0.02 -0.05 -0.01 -0.40
O -0.432 -0.517 -2.662 0.02 -0.02 0.00 0.03
N 0.807 -1.663 -1.094 -0.08 0.10 -0.13 0.14
C 1.387 -2.105 -4.514 -0.01 -0.01 -0.01 -0.12
C 0.826 -1.089 -5.287 -0.01 -0.02 -0.02 -0.02
C 1.465 -0.642 -6.434 0.00 -0.01 0.02 -0.08
C 2.670 -1.204 -6.837 -0.02 0.00 0.02 -0.11
C 3.233 -2.214 -6.074 0.00 0.01 0.00 -0.09
C 2.596 -2.658 -4.921 0.01 0.02 0.02 -0.03
C -0.566 -3.438 -3.676 -0.01 0.03 -0.01 -0.11
C -1.738 -2.799 -4.078 -0.01 -0.02 0.01 -0.02
C -2.842 -3.536 -4.479 0.02 0.00 0.01 -0.08
C -2.797 -4.923 -4.492 0.01 0.01 0.00 -0.10
C -1.637 -5.566 -4.091 0.01 0.01 0.00 -0.09
C -0.533 -4.828 -3.684 -0.01 0.00 -0.01 -0.03
H 1.975 -4.242 -2.550 -0.03 -0.02 -0.02 0.13
H -0.099 -0.631 -4.968 0.01 0.00 -0.01 0.10
H 1.018 0.155 -7.016 0.00 -0.01 0.01 0.10
H 3.165 -0.853 -7.734 0.00 0.00 0.01 0.09
H 4.175 -2.660 -6.369 -0.01 0.00 0.00 0.10
H 3.063 -3.430 -4.325 0.00 0.01 -0.01 0.10
H -1.791 -1.720 -4.038 0.00 -0.01 0.00 0.10
H -3.748 -3.020 -4.773 0.01 0.00 0.00 0.10
H -3.662 -5.497 -4.803 0.01 0.00 0.00 0.09
H -1.588 -6.648 -4.084 0.00 0.01 0.00 0.10
H 0.354 -5.355 -3.357 -0.01 0.00 0.00 0.10
C -0.985 5.532 2.446 -0.02 0.01 -0.03 -0.06
C -1.035 4.779 3.761 -0.01 -0.01 0.01 -0.52
C -1.757 5.536 4.859 -0.02 0.00 0.01 -0.05
O 0.313 4.554 4.200 0.09 -0.04 -0.04 -0.34
P 0.874 3.035 4.273 -0.01 0.01 0.04 -0.19
S 2.729 3.121 4.903 -0.02 -0.04 -0.02 0.12
S 0.482 2.075 2.578 0.01 0.27 0.13 0.33
O -0.149 2.536 5.443 0.01 -0.02 -0.02 -0.33
C -0.451 1.189 5.842 0.00 0.02 -0.02 -0.47
C 0.743 0.254 5.785 0.00 0.02 -0.01 -0.08
C -1.637 0.659 5.051 -0.02 -0.01 0.01 -0.06
H -1.995 5.729 2.078 0.02 0.00 0.00 0.08
H -0.449 4.934 1.709 -0.01 0.01 0.00 0.05
H -0.465 6.485 2.579 0.00 -0.01 0.00 0.08
H -1.523 3.814 3.595 0.00 -0.01 0.01 0.10
H -1.285 6.508 5.021 0.00 -0.02 0.00 0.08
H -1.713 4.968 5.788 -0.01 0.00 -0.01 0.07
H -2.804 5.697 4.589 0.02 0.00 0.00 0.08
H -0.750 1.303 6.888 -0.01 -0.02 0.02 0.13
H 1.069 0.120 4.754 0.00 -0.01 -0.01 0.03
H 0.455 -0.720 6.189 0.00 0.01 0.00 0.08
H 1.580 0.652 6.358 0.00 0.00 -0.01 0.06
H -1.391 0.603 3.990 0.02 -0.01 0.00 0.03
H -2.501 1.314 5.178 0.02 0.01 -0.02 0.08
H -1.902 -0.341 5.405 -0.01 0.03 0.00 0.08
```
Positions in Å, forces in eV/Å.

The electronic energy comes out at -146285.6363 eV. The charge is -1. The energy above the lowest of the compared OMol25 structures with the same formula, charge and spin comes out at 0.533 eV. The LUMO energy is 0.0708 Ha. As for the multiplicity: 1. The value obtained for the HOMO energy is -0.15721 Eh.

---

Entry 2:
The following is a DFT calculation (wB97M-V/def2-TZVPD) of a structure of composition C44H43BrN8O5PSTi at a distorted geometry.

The geometry in XYZ format:
```
104
Properties=species:S:1:pos:R:3:forces:R:3:lowdin_charge:R:1
Ti -0.217 0.262 -0.440 -0.65 -0.52 -0.65 0.80
N 1.979 -0.344 -0.807 0.05 -0.08 -0.05 0.04
C 2.911 0.727 -0.924 -0.02 0.07 0.04 -0.23
C 4.256 0.619 -0.714 -0.02 0.00 -0.04 0.00
C 5.092 1.752 -0.859 -0.01 0.02 -0.01 -0.05
C 4.579 2.960 -1.234 -0.01 0.00 0.00 -0.02
C 3.184 3.104 -1.442 0.01 0.04 0.00 -0.14
C 2.559 4.310 -1.831 -0.04 -0.03 0.00 0.02
C 1.200 4.346 -1.987 0.06 0.03 -0.01 -0.02
C 0.447 3.192 -1.709 0.01 -0.03 -0.04 -0.13
N 0.990 2.054 -1.337 0.22 0.12 0.20 0.03
C 2.349 1.990 -1.242 -0.05 -0.08 0.02 -0.16
H 2.371 -1.138 -0.305 -0.05 -0.02 0.01 0.06
H 1.716 -0.735 -1.719 0.01 -0.04 0.01 0.05
H 4.687 -0.344 -0.465 0.00 0.00 0.00 0.12
H 6.155 1.645 -0.693 0.00 0.00 0.00 0.11
H 5.225 3.818 -1.373 0.00 0.00 0.00 0.12
H 3.163 5.191 -2.008 0.00 0.00 0.00 0.13
H 0.694 5.249 -2.301 -0.01 -0.01 0.00 0.12
H -0.633 3.202 -1.789 0.00 0.01 0.01 0.12
O -1.911 -0.641 -0.360 -0.32 0.42 0.50 -0.25
C -1.024 -1.481 -0.818 0.48 -0.33 -0.17 -0.34
C -1.517 -2.784 -1.290 0.18 0.27 0.15 -0.24
C -2.878 -3.083 -1.207 -0.12 0.06 0.03 -0.02
C -3.368 -4.301 -1.646 0.00 0.02 0.01 -0.07
C -2.496 -5.242 -2.173 -0.01 -0.03 -0.02 -0.07
C -1.139 -4.961 -2.253 0.05 -0.04 -0.04 -0.07
C -0.636 -3.743 -1.812 0.14 -0.07 -0.01 -0.32
P 1.132 -3.301 -1.963 -0.02 0.00 -0.05 1.12
C 1.854 -4.768 -2.776 0.01 0.00 0.02 -0.41
C 2.079 -4.690 -4.149 0.00 0.01 0.02 -0.11
C 2.591 -5.776 -4.845 0.01 -0.02 0.00 -0.08
C 2.898 -6.947 -4.168 0.00 0.00 -0.01 -0.08
C 2.687 -7.033 -2.798 0.00 0.00 0.00 -0.07
C 2.165 -5.951 -2.106 -0.01 0.02 -0.01 -0.10
C 1.768 -3.490 -0.248 -0.02 0.03 -0.01 -0.39
C 3.154 -3.437 -0.069 0.00 0.02 -0.02 -0.14
C 3.709 -3.450 1.203 0.03 0.00 0.01 -0.09
C 2.883 -3.508 2.319 0.02 -0.02 0.01 -0.10
C 1.508 -3.564 2.152 -0.01 -0.03 0.01 -0.08
C 0.953 -3.555 0.879 0.00 -0.01 0.00 -0.07
H -3.544 -2.340 -0.787 0.00 -0.01 0.00 0.11
H -4.426 -4.518 -1.578 -0.01 0.01 0.00 0.11
H -2.869 -6.196 -2.520 0.01 -0.01 -0.01 0.11
H -0.471 -5.704 -2.669 -0.01 0.01 0.01 0.10
H 1.849 -3.770 -4.676 0.00 0.00 0.00 0.10
H 2.757 -5.705 -5.912 0.00 0.00 0.00 0.11
H 3.303 -7.793 -4.707 0.00 0.00 0.00 0.11
H 2.926 -7.946 -2.269 0.00 0.00 0.00 0.11
H 1.994 -6.027 -1.038 0.00 0.00 0.00 0.11
H 3.806 -3.404 -0.938 -0.01 0.00 0.00 0.11
H 4.786 -3.434 1.323 0.00 0.01 0.00 0.10
H 3.313 -3.528 3.313 0.00 0.00 0.00 0.10
H 0.858 -3.617 3.016 0.00 0.00 0.01 0.11
H -0.122 -3.602 0.768 -0.01 0.01 -0.01 0.11
N 1.487 -0.200 2.283 0.05 -0.01 0.06 0.01
C 1.378 -0.430 3.607 0.00 0.01 -0.07 -0.09
C 0.038 -0.411 3.904 -0.03 0.00 -0.03 -0.04
C -0.600 -0.153 2.680 -0.02 0.05 0.06 -0.12
N 0.287 -0.031 1.699 0.15 -0.12 0.09 -0.06
H 2.327 -0.184 1.731 0.00 -0.02 0.01 0.14
H 2.247 -0.586 4.223 0.01 0.01 -0.01 0.12
H -0.420 -0.550 4.866 -0.01 0.01 -0.01 0.11
H -1.649 -0.034 2.472 -0.01 0.00 0.00 0.11
C -2.600 4.392 7.016 -0.01 0.00 -0.01 -0.11
C -3.060 3.258 6.115 0.03 0.01 0.00 -0.29
S -2.264 3.240 4.527 0.00 0.01 0.01 0.65
O -0.857 3.518 4.696 0.02 0.00 -0.01 -0.31
O -2.662 2.036 3.838 -0.02 -0.01 -0.01 -0.30
C -2.977 4.626 3.656 -0.01 -0.02 0.08 -0.20
C -2.211 4.934 2.376 0.00 0.06 -0.03 -0.12
N -2.168 3.808 1.443 0.04 -0.06 0.04 0.06
C -1.094 3.014 1.197 -0.04 -0.04 0.00 -0.29
N -1.434 1.970 0.442 -0.11 0.29 -0.03 0.05
C -2.771 2.075 0.207 0.01 -0.05 -0.02 0.00
C -3.235 3.197 0.812 0.03 -0.05 0.00 -0.13
N -4.571 3.699 0.769 0.00 -0.01 -0.06 -0.33
O -4.803 4.769 1.313 -0.02 0.04 -0.01 0.07
O -5.385 3.028 0.175 -0.02 -0.02 0.00 0.12
C 0.290 3.282 1.672 0.00 0.01 0.05 0.04
H -3.082 4.300 7.989 0.00 0.00 0.00 0.08
H -2.864 5.369 6.612 0.00 0.00 0.00 0.07
H -1.522 4.356 7.158 0.00 0.01 0.00 0.08
H -4.134 3.266 5.920 0.00 -0.01 0.00 0.11
H -2.804 2.279 6.525 -0.01 -0.01 0.00 0.11
H -2.918 5.492 4.316 0.00 0.01 -0.01 0.11
H -4.023 4.396 3.460 0.04 0.01 0.02 0.10
H -1.185 5.202 2.613 -0.02 -0.02 -0.01 0.12
H -2.684 5.778 1.885 -0.01 0.02 -0.01 0.13
H -3.320 1.349 -0.363 0.00 0.01 0.02 0.12
H 0.891 3.723 0.874 0.00 0.03 0.02 0.08
H 0.743 2.338 1.967 0.03 0.00 -0.03 0.08
H 0.315 3.934 2.539 -0.01 -0.03 0.01 0.07
Br -2.676 0.897 -7.085 0.00 0.00 0.01 0.79
C -2.022 0.758 -5.328 -0.05 -0.01 -0.04 -0.69
C -2.883 0.515 -4.274 -0.03 -0.03 0.01 -0.08
C -2.353 0.426 -2.999 0.06 0.03 0.08 -0.10
N -1.051 0.572 -2.715 -0.05 0.17 -0.14 0.02
C -0.243 0.792 -3.759 0.04 -0.11 -0.03 -0.13
C -0.670 0.889 -5.072 0.07 0.00 0.05 -0.09
H -3.944 0.393 -4.432 0.00 0.00 0.01 0.11
H -2.995 0.204 -2.158 0.00 0.00 -0.01 0.10
H 0.815 0.877 -3.546 0.01 0.03 0.01 0.11
H 0.041 1.057 -5.868 0.00 0.00 0.01 0.11
```
Positions in Å, forces in eV/Å.

The electronic energy comes out at -181760.4533 eV. The charge is +1. The energy above the lowest of the compared OMol25 structures with the same formula, charge and spin comes out at 0.369 eV. The LUMO energy (alpha / beta) is -0.1084 / -0.1090 Ha. As for the multiplicity: 1. The value obtained for the HOMO energy (alpha / beta) is -0.27375 / -0.29108 Eh.